# 1
Below is a cluster of 2 separate species, C4H12O2 in total, with properties calculated with wB97M-V/def2-TZVPD.

XYZ file:
```
18
Properties=species:S:1:pos:R:3:nbo_charge:R:1
C 1.04 -0.57 1.71 -0.6085
C -0.32 0.02 1.38 -0.4100
C -0.20 1.03 0.25 -0.4162
C -1.53 1.71 -0.04 -0.0536
O -2.50 0.68 -0.26 -0.7415
H 1.62 0.07 2.37 0.2004
H 1.05 -1.54 2.22 0.2109
H 1.69 -0.84 0.87 0.1991
H -0.68 0.49 2.29 0.1988
H -1.01 -0.76 1.09 0.2242
H 0.08 0.55 -0.70 0.2014
H 0.59 1.77 0.35 0.2057
H -1.83 2.29 0.85 0.1486
H -1.61 2.41 -0.88 0.1695
H -3.25 1.01 -0.75 0.4707
O 2.83 -2.46 -2.64 -0.9301
H 3.48 -2.99 -2.22 0.4644
H 2.95 -1.59 -2.26 0.4660
```

Gap between HOMO and LUMO in Ha: 0.404
Total charge: 0
ΔE to the lowest compared entry with this formula, charge and spin in kcal/mol: 10.4
LUMO in hartree: 0.03063
Electronic energy in eV: -8437.06310
SMILES string: CCCCO.O

***

# 2
Below is a structure of composition C44H45InN7OSSbSe4Si, with properties calculated with wB97M-V/def2-TZVPD.

XYZ file:
```
105
Properties=species:S:1:pos:R:3:mulliken_charge:R:1
In -0.84 0.81 0.45 1.4086
C -3.24 -1.43 -3.98 -1.3119
C -1.90 -1.35 -3.31 0.4831
N -1.45 -0.32 -2.70 0.0782
N -2.24 0.80 -2.84 -0.2567
C -1.77 1.86 -2.21 -0.2968
O -0.81 1.95 -1.38 0.0943
C -2.50 3.14 -2.49 0.3500
C -3.44 3.24 -3.51 -0.1866
C -4.12 4.43 -3.72 -0.6842
C -3.86 5.52 -2.90 -0.2778
C -2.93 5.42 -1.87 -0.8369
C -2.25 4.23 -1.67 -0.2919
C -1.00 -2.53 -3.43 0.7080
C -1.52 -3.80 -3.67 -0.5682
C -0.66 -4.87 -3.83 -0.5915
C 0.70 -4.64 -3.79 -0.4734
C 1.13 -3.34 -3.56 -0.2606
N 0.32 -2.31 -3.37 -0.3380
H -3.70 -0.45 -3.98 0.1984
H -3.90 -2.12 -3.44 0.2083
H -3.15 -1.80 -5.00 0.4209
H -3.64 2.37 -4.12 0.3405
H -4.86 4.50 -4.50 0.3733
H -4.40 6.45 -3.05 0.3513
H -2.76 6.25 -1.20 0.3909
H -1.55 4.12 -0.85 0.4356
H -2.59 -3.95 -3.70 0.3254
H -1.06 -5.87 -3.99 0.3890
H 1.42 -5.44 -3.91 0.3813
H 2.19 -3.12 -3.52 0.3961
Se -3.70 5.04 2.48 -0.7741
Sb -2.67 2.86 2.66 0.7554
Se -0.24 2.91 1.98 -0.5572
Se -3.37 1.33 0.77 -0.8547
Se -3.06 1.63 4.74 -0.7802
N -4.36 -1.60 3.34 0.1141
C -3.06 -1.61 2.90 -0.7280
N -2.96 -1.81 1.62 0.3485
C -4.26 -1.95 1.17 0.0952
C -4.73 -2.11 -0.13 -0.2197
C -6.10 -2.17 -0.32 -0.6571
C -6.98 -2.05 0.76 -0.3591
C -6.53 -1.86 2.06 -1.1161
C -5.15 -1.81 2.24 0.2870
H -4.64 -1.23 4.23 0.3079
H -2.25 -1.41 3.57 0.4200
H -4.03 -2.15 -0.96 0.3849
H -6.49 -2.28 -1.32 0.3912
H -8.05 -2.08 0.58 0.3443
H -7.22 -1.72 2.88 0.3838
C -0.73 -5.38 2.19 -0.6503
C -1.07 -4.72 1.02 -0.2634
C -0.65 -3.41 0.81 -0.8578
C 0.13 -2.74 1.75 0.6463
C 0.46 -3.42 2.92 -0.0899
C 0.04 -4.73 3.15 -0.7459
Si 0.83 -1.00 1.41 -0.0437
C 2.52 -1.39 0.62 0.4699
C 3.12 -2.64 0.76 -0.3123
C 4.40 -2.89 0.28 -0.8615
C 5.11 -1.89 -0.37 -0.5137
C 4.53 -0.64 -0.52 0.0290
C 3.25 -0.39 -0.03 0.3070
C 1.30 -0.35 3.12 0.2194
C 2.61 -0.39 3.61 -0.1381
C 2.91 0.03 4.90 -0.8070
C 1.90 0.49 5.74 -0.6247
C 0.59 0.54 5.27 -0.7640
C 0.30 0.13 3.98 0.5063
H -1.06 -6.40 2.36 0.3089
H -1.68 -5.21 0.27 0.4302
H -0.97 -2.89 -0.08 0.5908
H 1.06 -2.92 3.68 0.3992
H 0.30 -5.23 4.07 0.3761
H 2.58 -3.44 1.25 0.2971
H 4.83 -3.87 0.40 0.3731
H 6.10 -2.08 -0.75 0.3461
H 5.06 0.16 -1.03 0.1965
H 2.81 0.59 -0.18 -0.3399
H 3.41 -0.74 2.97 0.3379
H 3.93 -0.01 5.25 0.3917
H 2.13 0.83 6.74 0.3237
H -0.22 0.95 5.87 0.3613
H -0.73 0.24 3.64 -0.5534
C 3.61 3.56 1.59 -0.8060
N 4.39 3.70 0.36 0.3033
C 5.21 4.90 0.37 -1.2190
C 3.77 3.34 -0.82 -0.1039
S 2.17 2.97 -0.91 -0.1108
N 4.62 3.32 -1.91 0.1641
C 5.99 2.87 -1.77 -1.3152
C 4.06 3.06 -3.22 -1.0625
H 4.28 3.71 2.43 0.2991
H 3.17 2.57 1.66 0.0429
H 2.78 4.28 1.64 0.4322
H 4.61 5.77 0.66 0.3548
H 5.64 5.09 -0.61 0.4207
H 6.02 4.79 1.10 0.3102
H 6.26 2.79 -0.72 0.4388
H 6.68 3.56 -2.27 0.3101
H 6.11 1.88 -2.23 0.4045
H 3.11 3.57 -3.33 0.4265
H 3.89 1.99 -3.38 0.3080
H 4.77 3.42 -3.97 0.3126
```

Gap between HOMO and LUMO in Ha: 0.205
Total charge: -2
ΔE to the lowest compared entry with this formula, charge and spin in kcal/mol: 8.7
LUMO in hartree: 0.13408
Electronic energy in eV: -350652.23385